C52H44GeN3OOsPS2 as an isolated structure, computed with ωB97M-V/def2-TZVPD.

LUMO level (alpha / beta) = -0.180 / -0.187 hartree
highest occupied orbital energy (alpha / beta) = -10.43 / -10.54 eV
gap between HOMO and LUMO (alpha / beta) = 5.536 / 5.444 eV

```
! wB97M-V def2-TZVPD RIJCOSX def2/J DEFGRID3
* xyz 1 2
Os 0.319 -0.099 0.148
C -0.790 -1.708 4.492
C -0.896 -1.088 3.130
N 0.162 -0.978 2.384
N 1.356 -1.384 2.838
C 2.426 -1.127 2.183
S 2.561 -0.303 0.627
S 3.971 -1.512 2.872
C 3.655 -3.049 3.868
C 4.049 -4.204 3.002
C 5.378 -4.308 2.604
C 5.756 -5.252 1.670
C 4.806 -6.095 1.117
C 3.491 -6.031 1.542
C 3.118 -5.102 2.499
C -2.180 -0.589 2.689
C -3.205 -0.460 3.644
C -4.466 -0.019 3.327
C -4.778 0.292 2.004
C -3.809 0.196 1.039
C -2.484 -0.208 1.339
O -1.658 -0.238 0.338
H 0.204 -2.125 4.630
H -1.535 -2.492 4.603
H -0.966 -0.956 5.260
H 2.606 -3.050 4.151
H 4.294 -2.952 4.745
H 6.103 -3.621 3.016
H 6.789 -5.318 1.364
H 5.093 -6.804 0.358
H 2.752 -6.686 1.107
H 2.102 -5.073 2.866
H -3.003 -0.687 4.679
H -5.202 0.090 4.107
H -5.776 0.616 1.745
H -4.022 0.434 0.007
N 0.276 1.786 0.496
P 0.876 2.972 1.345
C 1.794 2.372 2.803
C 1.034 1.722 3.772
C 1.654 1.197 4.891
C 3.025 1.329 5.049
C 3.779 1.966 4.077
C 3.169 2.488 2.950
C -0.454 4.003 2.016
C -0.172 4.975 2.970
C -1.190 5.793 3.426
C -2.481 5.624 2.943
C -2.762 4.638 2.010
C -1.746 3.826 1.539
C 1.982 4.035 0.362
C 2.976 3.425 -0.400
C 3.816 4.203 -1.178
C 3.654 5.581 -1.206
C 2.658 6.184 -0.456
C 1.816 5.414 0.328
H -0.037 1.634 3.629
H 1.067 0.695 5.643
H 3.502 0.938 5.933
H 4.847 2.060 4.195
H 3.752 2.991 2.193
H 0.837 5.082 3.344
H -0.978 6.563 4.154
H -3.275 6.259 3.305
H -3.771 4.503 1.645
H -1.931 3.052 0.808
H 3.082 2.347 -0.374
H 4.594 3.740 -1.768
H 4.305 6.186 -1.818
H 2.527 7.255 -0.484
H 1.038 5.879 0.915
C 4.176 -4.069 -2.451
C 4.108 -3.733 -1.109
C 2.902 -3.334 -0.560
C 1.765 -3.234 -1.351
C 1.851 -3.554 -2.701
C 3.041 -4.004 -3.241
Ge 0.019 -2.426 -0.739
C -1.006 -3.414 0.678
C -0.418 -4.207 1.651
C -1.191 -4.827 2.616
C -2.565 -4.654 2.619
C -3.165 -3.870 1.648
C -2.388 -3.250 0.689
C -1.244 -2.832 -2.234
C -1.857 -1.943 -3.098
C -2.740 -2.406 -4.063
C -3.015 -3.758 -4.160
C -2.402 -4.653 -3.299
C -1.522 -4.191 -2.341
H 5.118 -4.373 -2.882
H 4.996 -3.762 -0.495
H 2.860 -3.088 0.492
H 0.978 -3.463 -3.332
H 3.085 -4.288 -4.283
H 0.653 -4.338 1.630
H -0.728 -5.440 3.374
H -3.170 -5.126 3.378
H -4.236 -3.738 1.642
H -2.860 -2.638 -0.066
H -1.653 -0.883 -3.016
H -3.213 -1.707 -4.736
H -3.714 -4.119 -4.900
H -2.611 -5.712 -3.364
H -1.042 -4.888 -1.664
*
```

Mulliken population analysis, charges in e, atoms 1 to 99: 2.79 -2.34 1.20 0.42 -0.39 0.17 -0.57 -0.13 -0.76 0.46 -0.38 -0.84 -0.28 -0.55 -0.23 0.18 -1.72 -0.94 -0.75 -0.47 1.35 -1.68 0.02 0.56 0.55 0.10 0.64 0.41 0.42 0.45 0.41 0.43 0.43 0.48 0.47 0.56 -0.19 1.63 0.79 -0.76 -0.49 -0.77 -0.72 -0.49 0.15 -0.47 -0.73 -0.50 -0.72 -0.46 0.39 -0.24 -0.87 -0.54 -0.76 -0.57 0.49 0.46 0.47 0.46 0.44 0.52 0.43 0.43 0.45 0.43 0.40 0.46 0.40 0.42 0.40 -0.85 -1.15 1.36 -0.38 -0.67 -0.78 1.72 -0.11 0.13 -0.35 -0.75 -0.80 -0.36 -0.08 -0.61 -0.63 -0.53 -0.77 0.17 0.41 0.64 0.05 0.30 0.45 -0.01 0.49 0.42 0.49

C52H44N2P2Pd as an isolated structure, computed with ωB97M-V/def2-TZVPD.

LUMO level = -0.069 hartree
highest occupied orbital energy = -6.29 eV
gap between HOMO and LUMO = 4.413 eV

```
! wB97M-V def2-TZVPD RIJCOSX def2/J DEFGRID3
* xyz 0 1
C 2.864 4.140 -0.511
C 1.684 3.949 -1.244
C 0.627 3.231 -0.693
C 0.750 2.641 0.597
C -0.349 1.831 1.173
C -0.497 1.601 2.607
C -1.652 1.730 3.356
C -2.881 2.247 2.821
C -4.131 1.739 3.263
C -5.309 2.089 2.623
C -5.298 3.053 1.605
C -4.085 3.644 1.224
C -2.892 3.255 1.828
Pd 0.482 0.233 -0.139
P 2.369 -0.987 -0.052
C 3.449 -0.266 1.213
C 4.591 0.476 0.878
C 5.329 1.093 1.887
C 4.937 0.973 3.224
C 3.791 0.243 3.556
C 3.051 -0.385 2.554
C 2.272 -2.736 0.397
C 3.351 -3.393 1.019
C 3.250 -4.750 1.333
C 2.082 -5.458 1.032
C 1.002 -4.801 0.434
C 1.095 -3.447 0.120
C 3.257 -0.849 -1.621
C 4.042 -1.910 -2.101
C 4.734 -1.765 -3.303
C 4.625 -0.583 -4.044
C 3.822 0.463 -3.579
C 3.146 0.336 -2.365
P -1.355 -0.468 -1.259
C -1.934 0.919 -2.257
C -1.478 1.076 -3.576
C -1.825 2.226 -4.285
C -2.625 3.209 -3.690
C -3.075 3.055 -2.373
C -2.719 1.918 -1.652
C -1.034 -1.899 -2.311
C -1.861 -3.037 -2.276
C -1.447 -4.208 -2.914
C -0.226 -4.251 -3.593
C 0.574 -3.107 -3.670
C 0.156 -1.925 -3.062
C -2.789 -0.844 -0.228
C -4.116 -0.600 -0.637
C -5.169 -0.868 0.238
C -4.911 -1.438 1.485
C -3.610 -1.795 1.835
C -2.541 -1.427 1.022
C 1.910 2.929 1.359
C 2.968 3.628 0.787
H 3.691 4.707 -0.939
H 1.601 4.360 -2.252
H -0.295 3.075 -1.260
H -1.297 1.937 0.639
H 0.394 1.212 3.098
H -1.670 1.365 4.388
H -4.138 1.009 4.075
H -6.241 1.600 2.913
H -6.231 3.352 1.122
H -4.065 4.410 0.445
H -1.950 3.729 1.538
H 4.897 0.571 -0.163
H 6.215 1.674 1.628
H 5.523 1.455 4.011
H 3.471 0.157 4.595
H 2.160 -0.962 2.806
H 4.261 -2.844 1.263
H 4.087 -5.258 1.812
H 2.007 -6.521 1.264
H 0.082 -5.340 0.204
H 0.259 -2.922 -0.351
H 4.111 -2.837 -1.531
H 5.363 -2.580 -3.664
H 5.165 -0.472 -4.986
H 3.722 1.386 -4.151
H 2.518 1.149 -1.993
H -0.874 0.294 -4.036
H -1.475 2.352 -5.310
H -2.909 4.101 -4.253
H -3.713 3.808 -1.907
H -3.073 1.790 -0.627
H -2.821 -2.995 -1.758
H -2.084 -5.094 -2.877
H 0.100 -5.174 -4.074
H 1.525 -3.126 -4.207
H 0.767 -1.022 -3.144
H -4.328 -0.181 -1.621
H -6.193 -0.635 -0.057
H -5.723 -1.605 2.196
H -3.422 -2.345 2.756
H -1.510 -1.577 1.352
H 1.966 2.543 2.377
H 3.887 3.765 1.359
N -1.929 -0.201 5.054
C -2.972 -0.951 5.179
N -3.967 -1.610 5.205
H -1.293 -0.279 5.849
*
```

Mulliken population analysis, charges in e, atoms 1 to 99: -0.56 -0.86 0.17 1.16 1.32 -0.39 -1.11 0.48 -0.40 -0.64 -0.59 -0.31 -0.31 0.84 1.58 0.72 -0.46 -0.71 -0.51 -0.74 -0.53 -0.35 -0.57 -0.63 -0.69 -0.93 0.02 0.38 -0.53 -0.60 -0.66 -0.62 -0.35 0.45 1.29 -1.03 -0.70 -0.84 -0.62 -0.41 0.53 -0.25 -0.78 -0.66 -1.01 -0.05 0.83 -0.25 -0.87 -0.68 -0.76 -0.65 -0.35 -0.64 0.40 0.45 0.15 -0.95 0.15 0.55 0.31 0.45 0.39 0.58 0.42 0.38 0.44 0.36 0.43 0.53 0.45 0.41 0.38 0.46 0.28 0.37 0.40 0.36 0.46 0.17 0.37 0.45 0.37 0.39 0.18 0.41 0.42 0.40 0.42 0.43 0.57 0.39 0.45 0.47 0.26 0.43 0.46 -0.71 0.55

C52H44N3O5P2Pb as an isolated structure, computed with ωB97M-V/def2-TZVPD.

LUMO level = 0.084 hartree
highest occupied orbital energy = -4.61 eV
gap between HOMO and LUMO = 6.891 eV

```
! wB97M-V def2-TZVPD RIJCOSX def2/J DEFGRID3
* xyz -1 1
Pb -0.085 0.172 -0.212
O -1.994 2.680 3.241
C -1.141 2.106 2.548
O -1.392 1.328 1.574
C 0.331 2.299 2.930
C 1.080 0.964 3.159
C 2.209 1.202 4.166
C 3.167 2.073 3.312
C 2.472 2.042 1.937
O 1.829 0.763 1.950
C 1.282 3.010 1.913
C 0.820 3.293 0.466
O 0.778 4.467 0.122
O 0.607 2.306 -0.343
H 0.324 2.877 3.854
H 0.442 0.102 3.332
H 1.863 1.699 5.072
H 2.676 0.255 4.444
H 3.268 3.091 3.690
H 4.163 1.633 3.249
H 3.138 2.114 1.082
H 1.566 3.986 2.304
N 3.892 -1.700 0.610
P 2.358 -2.458 0.926
C 3.080 -4.051 1.526
C 4.220 -4.648 0.987
C 4.675 -5.866 1.466
C 3.990 -6.516 2.485
C 2.852 -5.938 3.024
C 2.407 -4.710 2.550
C 1.867 -3.035 -0.746
C 2.740 -3.188 -1.817
C 2.267 -3.630 -3.043
C 0.918 -3.918 -3.208
C 0.043 -3.765 -2.144
C 0.514 -3.319 -0.916
C 4.037 -0.466 0.007
C 5.249 0.232 0.128
C 5.387 1.427 -0.543
C 4.333 1.907 -1.310
C 3.174 1.156 -1.360
N 3.018 -0.008 -0.717
H 4.634 -1.949 1.245
H 4.746 -4.161 0.174
H 5.561 -6.316 1.035
H 4.344 -7.470 2.855
H 2.311 -6.437 3.818
H 1.523 -4.257 2.980
H 3.787 -2.937 -1.694
H 2.948 -3.732 -3.879
H 0.547 -4.237 -4.174
H -1.013 -3.966 -2.275
H -0.176 -3.168 -0.090
H 6.050 -0.171 0.736
H 6.310 1.988 -0.462
H 4.392 2.848 -1.838
H 2.314 1.507 -1.916
C -6.934 0.071 -0.202
C -5.959 -0.848 -0.574
C -4.678 -0.414 -0.870
C -4.348 0.942 -0.816
C -5.332 1.854 -0.452
C -6.616 1.419 -0.142
P -2.612 1.375 -1.203
C -2.537 3.185 -1.052
C -2.185 3.996 -2.127
C -2.034 5.365 -1.952
C -2.233 5.934 -0.705
C -2.579 5.130 0.372
C -2.725 3.762 0.205
C -2.563 1.085 -3.001
C -3.641 1.353 -3.808
C -3.575 1.127 -5.196
C -2.429 0.628 -5.746
C -1.305 0.320 -4.943
C -0.136 -0.240 -5.516
C 0.912 -0.576 -4.713
C 0.844 -0.351 -3.318
C -0.236 0.232 -2.691
C -1.349 0.552 -3.538
H -7.934 -0.264 0.042
H -6.196 -1.903 -0.621
H -3.916 -1.135 -1.149
H -5.095 2.909 -0.406
H -7.369 2.142 0.147
H -2.007 3.559 -3.101
H -1.740 5.982 -2.792
H -2.091 6.998 -0.565
H -2.705 5.553 1.360
H -2.951 3.146 1.066
H -4.552 1.746 -3.373
H -4.432 1.351 -5.820
H -2.365 0.449 -6.814
H -0.104 -0.405 -6.588
H 1.803 -1.027 -5.139
H 1.694 -0.682 -2.728
C -2.230 -0.649 4.664
C -1.313 -1.691 4.620
C -1.140 -2.368 3.425
N -1.821 -2.099 2.308
C -2.708 -1.108 2.378
C -2.941 -0.352 3.520
H -2.364 -0.063 5.564
H -0.719 -1.959 5.484
H -0.404 -3.160 3.356
H -3.239 -0.870 1.465
H -3.616 0.491 3.476
*
```

Mulliken population analysis, charges in e, atoms 1 to 99: 1.70 -0.86 -0.59 -0.30 0.17 0.55 -0.74 -1.14 0.45 0.63 0.18 -0.49 -0.80 -0.33 0.59 -0.90 0.37 0.37 0.40 0.28 0.09 0.30 -0.09 0.61 0.33 -0.44 -0.70 -0.46 -0.50 -0.29 0.67 -0.49 -0.73 -0.49 -0.52 -0.38 0.27 -1.13 -0.57 -1.10 -0.19 0.63 0.34 0.26 0.39 0.36 0.42 0.23 0.23 0.41 0.38 0.45 0.37 0.45 0.37 0.49 0.18 -0.55 -0.61 -0.70 0.43 -0.34 -0.66 1.62 0.66 -0.76 -0.63 -0.68 -0.75 -0.74 -0.01 -0.20 -0.99 -0.79 1.42 -1.01 -1.29 0.81 -0.89 -0.30 0.37 0.42 0.39 0.37 0.42 0.32 0.38 0.34 0.42 0.50 0.49 0.37 0.36 0.32 0.44 0.33 -0.28 -0.60 -0.05

C52H44N6O4STa as an isolated structure, computed with ωB97M-V/def2-TZVPD.

LUMO level (alpha / beta) = -0.335 / -0.329 hartree
highest occupied orbital energy (alpha / beta) = -13.48 / -13.83 eV
gap between HOMO and LUMO (alpha / beta) = 4.354 / 4.885 eV

```
! wB97M-V def2-TZVPD RIJCOSX def2/J DEFGRID3
* xyz 3 1
Ta 0.556 0.247 0.128
C -7.249 -5.907 -1.118
O -7.059 -4.617 -1.722
C -5.930 -3.959 -1.457
C -4.915 -4.432 -0.624
C -3.782 -3.658 -0.424
C -3.642 -2.402 -1.015
C -4.676 -1.948 -1.850
C -5.793 -2.714 -2.080
C -2.443 -1.590 -0.736
C -2.556 -0.244 -0.400
C -3.720 0.577 -0.366
C -3.326 1.867 -0.165
C -1.919 1.857 0.056
N -1.462 0.572 -0.107
C -1.095 2.940 0.518
C -0.218 2.643 1.645
C 0.016 3.374 2.818
C 0.740 2.566 3.675
C 0.991 1.344 3.037
C 1.827 0.299 3.480
C 2.267 0.301 4.867
C 1.344 0.514 5.899
C 1.726 0.487 7.229
C 3.072 0.280 7.550
O 3.554 0.244 8.788
C 2.648 0.435 9.889
C 4.016 0.104 6.529
C 3.619 0.100 5.219
C 2.288 -0.703 2.590
N 1.961 -0.745 1.225
C 2.687 -1.755 0.647
C 2.441 -2.171 -0.739
C 3.498 -2.513 -1.613
C 4.856 -2.461 -1.192
C 5.889 -2.765 -2.033
C 5.607 -3.121 -3.368
O 6.517 -3.427 -4.258
C 7.912 -3.521 -3.873
C 4.276 -3.116 -3.840
C 3.261 -2.821 -2.989
C 1.058 -2.371 -1.088
C 0.475 -3.458 -1.788
C -0.887 -3.372 -1.636
C -1.178 -2.199 -0.898
N 0.028 -1.599 -0.571
C 3.468 -2.374 1.618
C 3.180 -1.750 2.828
N 0.386 1.409 1.773
C -1.255 4.256 -0.017
C -2.107 4.498 -1.135
C -2.226 5.735 -1.693
C -1.477 6.814 -1.183
O -1.645 7.970 -1.791
C -0.881 9.118 -1.352
C -0.603 6.609 -0.104
C -0.496 5.359 0.447
H -8.203 -6.266 -1.480
H -6.457 -6.590 -1.425
H -7.276 -5.816 -0.033
H -5.006 -5.385 -0.125
H -3.008 -4.027 0.241
H -4.584 -0.996 -2.361
H -6.581 -2.380 -2.743
H -4.736 0.227 -0.454
H -3.966 2.731 -0.061
H -0.367 4.354 3.045
H 1.092 2.837 4.660
H 0.293 0.641 5.660
H 0.984 0.616 8.003
H 3.255 0.354 10.780
H 2.193 1.424 9.841
H 1.884 -0.340 9.892
H 5.057 -0.011 6.804
H 4.372 0.014 4.444
H 5.097 -2.172 -0.178
H 6.907 -2.714 -1.678
H 8.298 -2.529 -3.651
H 8.021 -4.187 -3.020
H 8.420 -3.937 -4.733
H 4.101 -3.343 -4.883
H 2.255 -2.799 -3.381
H 1.021 -4.255 -2.270
H -1.620 -4.072 -2.006
H 4.104 -3.235 1.471
H 3.563 -2.040 3.794
H -2.680 3.685 -1.561
H -2.886 5.922 -2.531
H -1.108 9.904 -2.059
H -1.196 9.410 -0.352
H 0.183 8.892 -1.376
H -0.014 7.422 0.293
H 0.206 5.234 1.254
S 0.932 1.171 -2.194
C -0.461 0.815 -3.204
N -1.074 1.840 -3.766
C -2.129 1.667 -4.779
C -2.934 0.433 -4.420
C -2.008 -0.766 -4.306
N -0.845 -0.415 -3.462
H -0.710 2.758 -3.557
H -1.671 1.568 -5.764
H -2.742 2.564 -4.780
H -3.688 0.243 -5.182
H -3.448 0.602 -3.469
H -1.653 -1.086 -5.286
H -2.507 -1.611 -3.835
H -0.306 -1.162 -3.048
*
```

Mulliken population analysis, charges in e, atoms 1 to 99: 0.83 -0.87 -0.44 0.69 -0.77 -0.79 0.64 -0.20 -1.09 1.17 -0.17 -1.18 -1.18 0.48 -0.34 0.62 0.49 -1.71 -0.68 -0.13 1.32 0.34 -0.77 -0.59 0.86 -0.43 -0.85 -0.89 -0.54 -0.12 -0.13 0.37 0.45 0.73 -0.84 -1.07 0.78 -0.41 -0.85 -1.15 -0.35 0.69 -1.42 -0.70 0.28 -0.49 -1.31 -0.76 -0.12 0.70 -0.10 -1.26 0.78 -0.42 -0.87 -1.11 -0.99 0.26 0.36 0.37 0.48 0.55 0.36 0.52 0.84 0.82 0.75 0.67 0.55 0.46 0.26 0.36 0.36 0.47 0.66 0.55 0.50 0.37 0.37 0.26 0.51 0.38 0.82 0.70 0.72 0.82 0.48 0.52 0.25 0.38 0.37 0.51 0.59 -0.56 0.72 -0.06 -0.90 -0.28 -0.47